No. 1
Density functional theory data (wB97M-V/def2-TZVPD) for a 2-piece molecular cluster, C5H12N overall.

As for the total energy: -252.09742 Ha. The calculation puts the energy relative to the best compared isomer or geometry (same formula, charge and spin) at 351.1 kJ/mol. The spin multiplicity is 1. Its charge is +1.

Last column: Löwdin charge in e.
Element x y z (Å)
C -2.538 -0.620 -0.335  -0.03
C -1.649 -0.273 0.537  0.05
C 0.180 2.003 0.075  -0.09
C 1.471 -1.568 -0.177  0.00
C 0.229 0.576 -0.372  -0.18
N 1.286 -0.192 0.323  -0.03
H -3.494 -1.034 -0.041  0.08
H -2.400 -0.517 -1.399  0.07
H -1.519 -0.247 1.591  0.06
H -0.633 2.516 -0.429  0.09
H 0.005 2.078 1.147  0.08
H 1.104 2.543 -0.153  0.09
H 0.514 -2.085 -0.169  0.10
H 1.850 -1.540 -1.196  0.11
H 2.179 -2.110 0.448  0.11
H 0.189 0.378 -1.431  0.12
H 1.042 -0.224 1.322  0.18
H 2.182 0.317 0.261  0.19

No. 2
Density functional theory data (wB97M-V/def2-TZVPD) for a 2-piece molecular cluster, C5H12N overall.

As for the total energy: -252.07553 Ha. The calculation puts the energy relative to the best compared isomer or geometry (same formula, charge and spin) at 408.5 kJ/mol. The spin multiplicity is 1. Its charge is +1.

Last column: Löwdin charge in e.
Element x y z (Å)
C -1.543 -0.315 1.047  0.05
C 1.130 -1.861 -0.964  -0.11
C -1.598 1.962 0.418  -0.11
C 1.508 -0.412 -0.972  -0.27
C 1.275 0.286 0.347  0.21
N -0.984 0.736 0.657  -0.06
H -1.158 -1.272 1.216  0.08
H -2.571 -0.434 1.247  0.10
H 1.307 -2.337 -1.933  0.09
H 1.635 -2.432 -0.099  0.12
H 0.056 -1.909 -0.789  0.06
H -1.065 2.560 -0.379  0.11
H -1.821 2.766 1.279  0.16
H -2.514 1.929 -0.040  0.05
H 1.145 0.169 -1.831  0.14
H 2.638 -0.428 -0.973  0.16
H 0.981 -0.362 1.214  0.10
H 1.579 1.354 0.553  0.13

no.,HOMO energy (eV),gap between HOMO and LUMO (eV),M (g/mol)
1,-13.6,10.3,86.158
2,-15.0,9.6,86.158